A molecular structure, C4H11N2. Source: OMol25; level of theory: ωB97M-V/def2-TZVPD.

As for the LUMO energy: -4.0 eV. The HOMO energy is -13.7 eV. The calculation puts the relative energy (zero: lowest compared OMol25 entry of this formula, charge and spin) at 116.9 kcal per mole. The net charge is +1. As for the frontier orbital gap: 9.7335 eV.

The geometry in XYZ format:
```
17
Properties=species:S:1:pos:R:3:forces:R:3:mulliken_charge:R:1
C -1.538477 0.326145 -0.014159 2.306 1.987 2.362 -0.75
C -0.288544 -0.433950 -0.168859 1.087 1.299 -1.324 0.89
C -0.381374 -1.916000 -0.401245 2.268 0.303 -3.003 -1.39
C 0.775989 1.238639 1.351292 -1.046 2.451 -0.208 -1.12
N 0.083754 0.094658 1.097499 -4.797 -3.243 -2.118 -0.40
N 0.574903 0.266290 -1.247324 2.005 0.640 3.146 -0.13
H -1.529610 1.497520 -0.089312 -0.384 -2.637 -0.034 0.31
H -2.229897 -0.249209 0.574723 -0.798 0.485 -0.082 0.35
H -0.732547 -2.090583 -1.500272 0.390 0.240 2.035 0.34
H -1.084576 -2.233042 0.279402 -1.497 -1.332 1.394 0.40
H 0.616349 -2.451677 -0.280231 -1.300 0.722 0.084 0.35
H 1.619109 0.884570 1.727260 4.535 -1.595 1.616 0.54
H 1.112812 1.951924 0.603322 -0.432 0.623 -0.526 0.39
H 0.435610 1.736196 2.232159 -0.948 0.875 0.224 0.36
H 0.203055 0.548101 -2.110124 -1.117 0.553 -1.384 0.34
H 1.423528 -0.247755 -1.413920 0.440 -0.709 -0.337 0.40
H 0.939915 1.078173 -0.640211 -0.712 -0.660 -1.847 0.14
```
Positions in Å, forces in eV/Å.

=====

A gas-phase ion, C4H11N2 (charge +1). Source: OMol25; level of theory: ωB97M-V/def2-TZVPD.

As for the LUMO energy: -3.3 eV. The HOMO energy is -14.4 eV. The calculation puts the relative energy (zero: lowest compared OMol25 entry of this formula, charge and spin) at 69.8 kcal per mole. The net charge is +1. As for the frontier orbital gap: 11.0959 eV. Its structure (SMILES) is NCC/C=C\[NH3+].

The geometry in XYZ format:
```
17
Properties=species:S:1:pos:R:3:forces:R:3:mulliken_charge:R:1
C 0.820430 -1.411012 -0.349564 0.850 0.843 -1.377 -0.38
C -0.550225 -0.888596 -0.831149 -0.974 -0.053 -0.353 -0.84
C -1.527845 -0.079804 0.031680 2.161 -2.077 2.479 -0.26
C -1.177690 1.066476 0.593687 -0.866 1.734 -0.440 -0.24
N 0.024998 1.827258 0.112085 1.441 -3.652 -3.436 -0.27
N 1.739312 -0.533345 0.439637 0.074 -0.909 0.881 -0.69
H 0.576413 -2.064311 0.450770 -0.585 -1.420 -0.104 0.40
H 1.335881 -1.932614 -1.231174 -0.857 0.574 1.339 0.28
H -0.593220 -0.357458 -1.775985 0.620 -0.350 -0.621 0.39
H -1.013934 -1.874437 -0.937748 -0.368 0.382 -0.725 0.36
H -2.231092 -0.751079 0.586347 -0.189 1.338 -0.861 0.30
H -1.799771 1.701470 1.234924 0.294 -0.587 -0.057 0.38
H -0.012044 2.231855 -0.875462 -0.373 -0.238 1.771 0.41
H 0.859759 1.076566 0.046308 -1.576 0.693 0.436 0.26
H 0.456072 2.422213 0.746344 0.235 2.033 1.627 0.39
H 2.684266 -0.329352 0.155065 0.083 0.274 -1.536 0.22
H 1.999489 -1.302631 1.070633 0.033 1.414 0.977 0.29
```
Positions in Å, forces in eV/Å.

=====

A gas-phase ion, C4H11N2 (charge +1). Source: OMol25; level of theory: ωB97M-V/def2-TZVPD.

As for the LUMO energy: -3.3 eV. The HOMO energy is -14.7 eV. The calculation puts the relative energy (zero: lowest compared OMol25 entry of this formula, charge and spin) at 33.8 kcal per mole. The net charge is +1. As for the frontier orbital gap: 11.4103 eV. Its structure (SMILES) is CC(N)=[N+](C)C.

The geometry in XYZ format:
```
17
Properties=species:S:1:pos:R:3:forces:R:3:mulliken_charge:R:1
C -0.246097 0.651124 0.243915 -0.825 -1.332 -0.283 1.03
C -1.616607 0.539563 0.828993 -2.293 -1.629 0.054 -1.32
C 1.686470 -0.347976 -0.943848 -0.559 0.954 3.369 -1.24
C -0.190834 -1.736908 -0.309209 -3.323 1.294 3.527 -1.03
N 0.244253 1.874114 0.384558 -1.113 0.656 -0.308 -0.38
N 0.378267 -0.399097 -0.281433 1.265 0.514 0.640 0.03
H -2.205250 -0.449475 0.838296 1.397 1.296 -0.702 0.32
H -2.353986 1.289403 0.456375 0.898 -0.299 0.105 0.38
H -1.497435 0.692111 1.884914 0.106 0.482 0.634 0.38
H 2.512415 -0.473035 -0.268402 0.265 -0.638 0.629 0.36
H 1.747550 0.631958 -1.187081 0.696 3.008 -1.799 0.45
H 1.763112 -0.994190 -1.726592 -0.109 -1.631 -2.182 0.46
H -1.076410 -1.499319 -0.918656 -0.089 -1.659 0.277 0.41
H -0.433352 -2.079914 0.810710 0.081 0.742 -2.550 0.28
H 0.446707 -2.477627 -0.654873 1.271 -0.862 -1.146 0.43
H -0.351248 2.711166 0.502777 0.330 -1.223 0.115 0.25
H 1.192443 2.068102 0.339556 2.002 0.327 -0.381 0.21
```
Positions in Å, forces in eV/Å.

=====

A gas-phase ion, C4H11N2 (charge +1). Source: OMol25; level of theory: ωB97M-V/def2-TZVPD.

As for the LUMO energy: -3.7 eV. The HOMO energy is -13.0 eV. The calculation puts the relative energy (zero: lowest compared OMol25 entry of this formula, charge and spin) at 33.1 kcal per mole. The net charge is +1. As for the frontier orbital gap: 9.3306 eV. Its structure (SMILES) is CC/C(N)=C/[NH3+].

The geometry in XYZ format:
```
17
Properties=species:S:1:pos:R:3:forces:R:3:mulliken_charge:R:1
C 0.844646 1.953051 0.838870 -0.960 0.956 0.263 -1.06
C -0.020505 0.763586 1.262169 0.666 0.097 -0.411 -0.76
C -0.019850 -0.347168 0.239332 -0.892 -0.634 0.258 0.95
C -0.849218 -0.224199 -0.814975 0.797 0.177 0.031 -0.84
N -0.915370 -1.272211 -1.834419 -0.222 -0.540 -1.134 -0.26
N 0.641402 -1.483806 0.570832 0.636 -0.121 0.503 -0.45
H 0.564875 2.872492 1.367341 -0.144 -0.356 0.277 0.33
H 0.623772 2.217275 -0.186741 0.418 -0.137 -0.441 0.34
H 1.892078 1.845665 1.045299 0.531 -0.407 -0.311 0.32
H -1.048399 1.058525 1.403700 -0.256 0.188 0.126 0.31
H 0.352777 0.370137 2.193350 -0.031 -0.181 0.451 0.35
H -1.258540 0.723072 -1.104933 -0.333 0.011 -0.105 0.37
H -0.500525 -1.000264 -2.733028 0.191 0.171 0.120 0.36
H -0.457588 -2.154143 -1.589952 -0.024 0.220 0.305 0.33
H -1.869694 -1.544782 -2.092864 -0.143 0.162 0.343 0.37
H 1.135818 -1.509534 1.448152 -0.044 0.138 -0.039 0.22
H 0.884320 -2.267696 -0.012135 -0.190 0.257 -0.237 0.11
```
Positions in Å, forces in eV/Å.

=====

2 unconnected molecules or ions with the total composition C4H11N2. Source: OMol25; level of theory: ωB97M-V/def2-TZVPD.

As for the LUMO energy: -5.2 eV. The HOMO energy is -12.4 eV. The calculation puts the relative energy (zero: lowest compared OMol25 entry of this formula, charge and spin) at 144.8 kcal per mole. The net charge is +1. As for the frontier orbital gap: 7.2235 eV.

The geometry in XYZ format:
```
17
Properties=species:S:1:pos:R:3:forces:R:3:mulliken_charge:R:1
C -1.963726 0.098220 -0.586120 0.735 0.193 1.968 -0.33
C -0.712349 0.783736 0.226295 -2.264 0.689 -0.596 -0.81
C 0.467486 -0.065301 0.429516 2.229 1.785 -2.569 -0.52
C 1.642623 0.468348 -0.074598 2.187 -0.287 2.486 -0.08
N 2.939205 -0.090148 0.097695 -3.650 0.738 -0.751 -0.41
N -2.072805 -1.151223 0.145799 -0.033 2.030 -1.728 -0.36
H -1.747038 0.054907 -1.729078 0.040 -0.275 -1.130 0.19
H -2.854570 0.706701 -0.513674 0.066 0.339 -0.233 0.54
H -1.312349 0.950375 1.114361 0.170 0.481 0.411 0.31
H -0.607471 1.788128 -0.264274 0.932 -0.116 0.638 0.56
H 0.426357 -1.070245 0.793082 0.002 -0.188 0.457 0.51
H 1.764100 1.569975 -0.283681 -0.704 -1.335 -0.429 0.21
H 2.993421 -0.931441 0.642502 0.613 0.022 -0.081 0.21
H -0.998375 0.826928 -1.410002 -1.397 -1.777 1.420 0.31
H 3.700959 0.514878 -0.110882 0.588 -0.189 0.172 0.23
H -1.134314 -1.480271 0.047419 -0.050 -1.810 0.431 0.18
H -2.884267 -1.728014 -0.045234 0.536 -0.301 -0.466 0.26
```
Positions in Å, forces in eV/Å.

=====

A gas-phase ion, C4H11N2 (charge +1). Source: OMol25; level of theory: ωB97M-V/def2-TZVPD.

As for the LUMO energy: -3.8 eV. The HOMO energy is -12.6 eV. The calculation puts the relative energy (zero: lowest compared OMol25 entry of this formula, charge and spin) at 50.5 kcal per mole. The net charge is +1. As for the frontier orbital gap: 8.7334 eV. Its structure (SMILES) is NCC/C=C\[NH3+].

The geometry in XYZ format:
```
17
Properties=species:S:1:pos:R:3:forces:R:3:mulliken_charge:R:1
C -1.229726 -1.275224 0.838176 0.217 0.184 0.024 -0.87
C -0.638762 -0.040753 0.146902 -0.050 -0.334 0.120 -0.74
C 0.843591 0.096378 0.384585 0.287 -0.570 -1.406 -0.10
C 1.592170 1.020167 -0.185155 0.099 0.871 0.464 -0.45
N 0.902516 2.180814 -0.838484 -0.861 -0.240 1.293 -0.29
N -0.742054 -2.526131 0.253555 -0.393 0.267 0.316 -0.50
H -0.966420 -1.221158 1.895743 0.133 -0.038 0.116 0.29
H -2.317003 -1.203814 0.824744 -0.019 -0.133 -0.244 0.38
H -0.795138 -0.152848 -0.936591 0.013 -0.019 0.032 0.39
H -1.198615 0.850940 0.425454 0.002 0.195 0.294 0.53
H 1.421440 -0.755751 0.729698 -0.278 0.022 0.549 0.39
H 2.664593 1.128407 -0.158442 -0.002 -0.134 -0.023 0.39
H 0.336451 1.839440 -1.616604 0.440 0.417 -0.628 0.36
H 1.505578 2.984398 -1.005272 0.145 -0.227 -0.718 0.37
H 0.192417 2.542371 -0.184888 0.148 -0.097 0.010 0.36
H -0.057049 -2.392519 -0.475566 -0.084 -0.052 -0.096 0.22
H -1.513989 -3.074716 -0.097855 0.204 -0.112 -0.104 0.25
```
Positions in Å, forces in eV/Å.